{"formula": "C3H6N2O3", "method": "ωB97M-V with the def2-TZVPD basis set", "species": ["H", "N", "C", "N", "C", "C", "O", "O", "O", "H", "H", "H", "H", "H"], "coordinates": [[-2.753, 0.379, 1.226], [-2.405, -0.543, 0.963], [-1.348, -0.509, 0.317], [-0.236, -1.221, 0.262], [0.993, -0.348, -0.017], [1.303, -0.064, -1.458], [1.847, -0.360, 0.861], [-0.648, 0.944, -0.102], [-0.862, 1.838, 1.018], [-0.138, -1.955, 0.953], [0.443, -0.218, -2.110], [1.636, 0.973, -1.530], [2.124, -0.708, -1.781], [0.045, 1.791, 1.397]], "forces_ev_per_a": [[-0.1, -0.2, -0.4], [0.1, -0.4, -0.7], [0.7, 3.8, 2.1], [1.6, -0.4, -1.3], [1.3, -3.0, 1.4], [-0.2, 0.4, -0.1], [-1.7, 0.8, -1.2], [-2.0, -0.5, 0.5], [0.9, -0.7, -0.5], [0.1, 0.1, -0.1], [0.1, 0.1, 0.1], [0.0, -0.1, -0.1], [-0.1, 0.0, 0.2], [-0.7, 0.2, 0.1]], "smiles": "[H]/N=C(/NC(C)=O)OO", "relative_energy_kj_mol": 547.8, "e_homo_ev": -9.985, "e_lumo_ev": 0.6}

***

{"formula": "C45H42ClCrN5OPS2", "method": "ωB97M-V with the def2-TZVPD basis set", "species": ["Cr", "S", "C", "C", "C", "C", "N", "C", "C", "C", "S", "C", "N", "H", "H", "O", "N", "C", "C", "C", "C", "C", "C", "C", "P", "C", "C", "C", "C", "C", "C", "C", "C", "C", "C", "C", "C", "H", "H", "H", "H", "H", "H", "H", "H", "H", "H", "H", "H", "H", "H", "H", "H", "C", "C", "C", "C", "C", "C", "C", "N", "C", "C", "C", "C", "C", "C", "C", "N", "C", "C", "C", "C", "H", "H", "H", "H", "H", "H", "H", "H", "H", "H", "H", "H", "H", "H", "H", "H", "H", "H", "H", "H", "H", "H", "H", "H", "Cl"], "coordinates": [[0.215, -0.039, -0.076], [-1.209, 1.059, 1.649], [-1.129, 0.410, 3.268], [-1.299, 1.368, 4.286], [-1.084, 1.081, 5.621], [-1.273, 2.091, 6.615], [-1.426, 2.892, 7.424], [-0.666, -0.205, 6.009], [-0.580, -1.186, 5.032], [-0.842, -0.914, 3.694], [-0.878, -2.344, 2.647], [-0.395, -0.528, 7.369], [-0.178, -0.828, 8.458], [-1.571, 2.373, 3.994], [-0.321, -2.197, 5.316], [-2.468, -2.327, 2.190], [-1.222, -1.017, -0.442], [-2.304, -1.262, -1.020], [-2.876, -0.448, -2.114], [-4.077, -0.839, -2.711], [-4.594, -0.142, -3.787], [-3.917, 0.961, -4.292], [-2.737, 1.369, -3.696], [-2.210, 0.678, -2.606], [-0.631, 1.268, -1.874], [-1.137, 2.968, -1.453], [-2.367, 3.077, -0.799], [-2.816, 4.304, -0.345], [-2.038, 5.439, -0.519], [-0.806, 5.333, -1.145], [-0.354, 4.107, -1.610], [0.426, 1.203, -3.373], [0.178, 0.149, -4.260], [1.023, -0.108, -5.327], [2.142, 0.684, -5.530], [2.395, 1.737, -4.667], [1.553, 1.994, -3.595], [-2.993, -2.740, 2.888], [-2.890, -2.149, -0.736], [-4.608, -1.700, -2.321], [-5.525, -0.455, -4.241], [-4.302, 1.494, -5.152], [-2.191, 2.224, -4.078], [-2.962, 2.188, -0.628], [-3.773, 4.372, 0.156], [-2.389, 6.399, -0.163], [-0.183, 6.211, -1.260], [0.613, 4.054, -2.082], [-0.692, -0.476, -4.114], [0.806, -0.939, -5.987], [2.819, 0.473, -6.348], [3.271, 2.355, -4.815], [1.810, 2.792, -2.921], [3.464, -5.617, -3.182], [4.026, -4.193, -3.054], [4.189, -3.578, -4.455], [5.408, -4.267, -2.403], [3.055, -3.328, -2.270], [1.772, -3.079, -2.772], [0.950, -2.199, -2.114], [1.303, -1.545, -1.007], [2.492, -1.839, -0.450], [3.375, -2.722, -1.071], [2.756, -1.151, 0.805], [3.991, -1.178, 1.450], [4.231, -0.427, 2.582], [3.172, 0.380, 3.010], [1.977, 0.358, 2.337], [1.729, -0.407, 1.266], [5.545, -0.441, 3.344], [6.582, -1.357, 2.692], [6.119, 0.982, 3.395], [5.263, -0.948, 4.768], [4.141, -6.231, -3.776], [2.487, -5.618, -3.665], [3.357, -6.075, -2.197], [4.892, -4.169, -5.044], [4.570, -2.558, -4.379], [3.242, -3.543, -4.992], [6.081, -4.827, -3.052], [5.371, -4.780, -1.440], [5.831, -3.272, -2.259], [1.418, -3.566, -3.669], [-0.044, -1.994, -2.486], [4.322, -2.924, -0.594], [4.775, -1.787, 1.026], [3.274, 1.046, 3.856], [1.182, 1.019, 2.645], [6.838, -1.011, 1.689], [6.225, -2.387, 2.635], [7.493, -1.355, 3.290], [6.309, 1.350, 2.385], [7.060, 0.985, 3.947], [5.437, 1.676, 3.887], [4.875, -1.968, 4.737], [4.535, -0.320, 5.280], [6.183, -0.950, 5.354], [1.708, 1.737, -0.434]], "forces_ev_per_a": [[0.7, 1.9, 0.5], [-0.1, 0.0, 0.0], [0.3, -0.2, -0.1], [0.0, 0.0, 0.1], [0.1, -0.3, -0.2], [0.0, 0.3, 0.2], [0.0, 0.0, -0.1], [-0.1, 0.1, -0.3], [0.0, 0.1, 0.1], [-0.1, 0.0, -0.1], [0.2, 0.3, -0.1], [0.0, -0.1, 0.3], [0.0, 0.0, -0.1], [0.0, 0.0, 0.0], [-0.1, 0.0, 0.0], [-0.2, -0.1, -0.2], [-2.1, -2.4, 0.2], [0.4, 0.1, 0.2], [-0.1, 0.3, -0.4], [0.0, 0.0, 0.1], [-0.1, 0.0, -0.1], [0.1, 0.1, 0.0], [0.0, -0.1, 0.1], [0.0, -0.1, 0.0], [-0.5, 0.2, -0.6], [0.0, 0.0, 0.1], [0.1, 0.0, -0.1], [-0.1, 0.0, 0.0], [0.0, -0.1, 0.0], [0.0, 0.1, 0.0], [0.0, 0.0, 0.0], [0.0, -0.2, 0.0], [0.0, 0.2, 0.0], [0.0, -0.1, 0.0], [0.0, -0.1, 0.0], [0.0, 0.0, 0.0], [0.0, 0.0, 0.0], [0.1, 0.0, 0.0], [-0.1, 0.0, 0.0], [0.1, 0.0, 0.0], [0.0, 0.0, 0.0], [0.0, 0.0, 0.0], [-0.1, 0.0, 0.0], [-0.1, 0.0, 0.0], [0.0, 0.0, 0.0], [0.0, 0.0, 0.0], [0.0, 0.0, 0.0], [0.0, 0.0, 0.0], [0.0, 0.0, -0.1], [0.0, 0.0, 0.0], [0.0, 0.0, 0.0], [0.0, 0.0, 0.0], [0.0, 0.0, 0.1], [0.0, 0.1, 0.1], [0.1, -0.2, -0.1], [0.0, 0.1, 0.1], [-0.1, 0.0, 0.0], [-0.3, 0.0, -0.3], [0.3, -0.1, 0.2], [-0.2, 0.1, -0.1], [0.7, -0.3, -0.1], [-0.3, -0.4, -0.9], [0.1, 0.2, 0.5], [0.0, 0.6, 0.8], [-0.1, -0.3, -0.4], [-0.3, 0.3, 0.2], [0.3, -0.3, -0.1], [-0.3, 0.1, 0.1], [1.0, -0.7, 0.7], [0.1, -0.1, 0.1], [-0.1, 0.1, 0.0], [-0.1, 0.0, 0.0], [0.0, 0.0, -0.1], [0.0, 0.0, 0.0], [0.0, 0.0, 0.0], [0.0, 0.0, 0.0], [0.0, 0.0, 0.0], [0.0, 0.0, 0.0], [0.0, 0.0, 0.0], [0.0, 0.0, 0.0], [0.0, 0.0, 0.0], [0.0, 0.0, 0.0], [0.0, 0.1, 0.0], [0.0, 0.0, 0.0], [0.0, 0.0, -0.1], [0.0, 0.0, 0.0], [0.0, 0.0, 0.0], [-0.1, 0.0, -0.1], [0.0, 0.0, 0.0], [0.0, 0.0, 0.0], [0.0, 0.0, 0.0], [0.0, 0.0, 0.0], [0.0, 0.0, 0.0], [0.0, 0.0, 0.0], [0.0, 0.0, 0.0], [0.0, 0.0, 0.0], [0.0, 0.0, 0.0], [0.7, 0.6, 0.0]], "s2": 3.795, "e_homo_ev": [-6.688, -7.476], "e_lumo_ev": [-0.7, -0.9], "multiplicity": 4}

***

{"formula": "C3H9NSi", "method": "ωB97M-V with the def2-TZVPD basis set", "species": ["C", "C", "C", "N", "Si", "H", "H", "H", "H", "H", "H", "H", "H", "H"], "coordinates": [[-0.407, -0.374, 1.956], [0.072, 0.988, 1.365], [-1.157, -0.513, -2.312], [0.042, -0.627, -2.106], [1.527, 1.071, 0.260], [-1.326, -0.617, 1.490], [-0.245, -0.119, 3.001], [-0.516, 1.939, 1.595], [-1.756, -1.442, -2.283], [-1.625, 0.411, -2.217], [0.254, -1.304, 1.847], [0.477, -1.611, -2.181], [2.329, 2.315, 0.077], [2.331, -0.117, -0.493]], "forces_ev_per_a": [[3.1, 1.0, -0.2], [-1.2, -0.5, 0.4], [-2.1, -3.1, 0.9], [4.7, -1.0, -0.3], [2.7, -0.6, -2.2], [-1.4, -0.2, 0.6], [-1.5, -0.6, 0.6], [0.7, -1.7, -0.3], [-0.5, 0.6, -0.7], [-0.9, 1.7, -0.2], [-0.4, 1.6, -0.5], [-1.3, 1.8, 0.3], [-0.3, -0.2, 0.5], [-1.4, 1.3, 1.3]], "relative_energy_kj_mol": 186.2, "s2": 2.007, "e_homo_ev": [-5.269, -9.764], "e_lumo_ev": [1.0, -1.1], "multiplicity": 3}

***

{"formula": "C48H47N4O2P2RuS3Te", "method": "ωB97M-V with the def2-TZVPD basis set", "species": ["Ru", "C", "O", "C", "C", "C", "C", "C", "C", "N", "N", "C", "C", "O", "C", "C", "C", "C", "C", "C", "C", "C", "H", "H", "H", "H", "H", "H", "H", "H", "H", "H", "H", "H", "H", "C", "S", "C", "C", "C", "N", "P", "C", "C", "C", "C", "C", "C", "C", "C", "C", "C", "C", "C", "P", "C", "C", "C", "C", "C", "C", "C", "C", "C", "C", "C", "C", "H", "H", "H", "H", "H", "H", "H", "H", "H", "H", "H", "H", "H", "H", "H", "H", "H", "H", "H", "H", "H", "H", "H", "H", "H", "H", "H", "H", "H", "Te", "S", "C", "N", "C", "C", "S", "H", "H", "H", "H", "H"], "coordinates": [[-0.583, -0.848, 0.669], [-2.607, -4.745, 1.620], [-1.581, -3.827, 1.928], [-0.321, -4.295, 2.046], [0.022, -5.639, 1.956], [1.342, -6.039, 2.124], [2.326, -5.104, 2.395], [1.981, -3.762, 2.477], [0.677, -3.343, 2.283], [0.382, -1.933, 2.319], [0.910, -1.423, 3.340], [0.968, -0.082, 3.606], [0.763, 0.956, 2.672], [0.380, 0.806, 1.462], [1.055, 2.306, 3.089], [1.476, 2.590, 4.339], [1.676, 1.562, 5.313], [2.119, 1.869, 6.613], [2.326, 0.878, 7.537], [2.092, -0.457, 7.172], [1.655, -0.779, 5.912], [1.435, 0.224, 4.944], [-2.424, -5.235, 0.659], [-3.519, -4.158, 1.559], [-2.713, -5.503, 2.402], [-0.737, -6.380, 1.752], [1.592, -7.088, 2.042], [3.354, -5.410, 2.536], [2.728, -3.007, 2.682], [0.905, 3.078, 2.345], [1.675, 3.617, 4.626], [2.294, 2.908, 6.870], [2.666, 1.119, 8.536], [2.255, -1.245, 7.897], [1.472, -1.809, 5.644], [2.155, 4.661, -3.713], [0.618, 4.343, -4.604], [0.812, 2.596, -5.065], [0.183, 1.598, -4.101], [0.867, 1.597, -2.742], [0.349, 0.606, -1.795], [1.178, -0.797, -1.294], [2.179, -1.090, -2.843], [1.577, -1.692, -3.946], [2.272, -1.877, -5.130], [3.597, -1.472, -5.228], [4.215, -0.888, -4.135], [3.512, -0.698, -2.951], [2.531, -0.421, -0.152], [3.239, -1.461, 0.442], [4.259, -1.182, 1.339], [4.586, 0.133, 1.638], [3.891, 1.173, 1.034], [2.867, 0.898, 0.140], [-1.122, 0.624, -0.917], [-1.424, 2.348, -0.382], [-1.414, 3.426, -1.271], [-1.690, 4.711, -0.830], [-2.012, 4.934, 0.502], [-2.060, 3.867, 1.386], [-1.762, 2.583, 0.948], [-2.425, 0.480, -2.206], [-3.576, 1.266, -2.181], [-4.591, 1.071, -3.109], [-4.474, 0.079, -4.071], [-3.332, -0.712, -4.103], [-2.318, -0.509, -3.181], [2.201, 5.736, -3.543], [3.013, 4.371, -4.319], [2.196, 4.154, -2.751], [1.879, 2.398, -5.197], [0.348, 2.500, -6.047], [0.252, 0.597, -4.534], [-0.881, 1.821, -3.992], [0.785, 2.582, -2.278], [1.934, 1.409, -2.878], [0.554, -2.043, -3.866], [1.783, -2.348, -5.973], [4.146, -1.623, -6.149], [5.252, -0.580, -4.196], [4.014, -0.240, -2.108], [2.971, -2.489, 0.220], [4.797, -1.996, 1.809], [5.376, 0.348, 2.346], [4.133, 2.200, 1.275], [2.304, 1.711, -0.301], [-1.217, 3.278, -2.325], [-1.663, 5.533, -1.534], [-2.231, 5.937, 0.847], [-2.315, 4.031, 2.426], [-1.786, 1.755, 1.645], [-3.681, 2.046, -1.437], [-5.470, 1.704, -3.085], [-5.262, -0.071, -4.799], [-3.230, -1.489, -4.851], [-1.440, -1.139, -3.203], [-0.079, -2.855, -1.069], [-2.734, -0.773, 2.332], [-4.064, -0.806, 1.346], [-5.137, -0.014, 1.459], [-6.136, -0.077, 0.404], [-6.013, -1.476, -0.194], [-4.277, -1.960, 0.056], [-5.080, 0.763, 2.099], [-5.935, 0.688, -0.351], [-7.130, 0.091, 0.816], [-6.236, -1.479, -1.258], [-6.659, -2.188, 0.318]], "forces_ev_per_a": [[0.3, -0.6, -0.1], [0.0, 0.0, 0.0], [-0.1, 0.1, 0.0], [0.0, 0.0, 0.0], [0.0, 0.0, 0.0], [0.0, 0.0, 0.0], [0.0, 0.0, 0.0], [0.0, 0.0, 0.0], [0.1, 0.0, 0.1], [-0.1, 0.0, -0.2], [0.0, 0.0, 0.0], [0.0, 0.0, 0.0], [0.0, -0.1, 0.0], [-0.1, 0.0, 0.2], [0.0, 0.0, 0.0], [0.0, 0.0, 0.0], [0.0, 0.0, 0.0], [0.0, 0.0, 0.0], [0.0, 0.0, 0.0], [0.0, 0.0, 0.0], [0.0, 0.0, 0.0], [0.0, 0.0, 0.0], [0.0, 0.0, 0.0], [0.0, -0.1, 0.0], [0.0, 0.0, 0.0], [0.0, 0.0, 0.0], [0.0, 0.0, 0.0], [0.0, 0.0, 0.0], [0.0, 0.0, 0.0], [0.0, 0.0, 0.0], [0.0, 0.0, 0.0], [0.0, 0.0, 0.0], [0.0, 0.0, 0.0], [0.0, 0.0, 0.0], [0.0, 0.0, 0.0], [0.0, 0.0, 0.0], [0.0, 0.0, 0.0], [0.0, 0.0, 0.0], [0.0, 0.0, 0.0], [0.0, 0.0, 0.0], [0.0, -0.1, 0.0], [0.0, 0.1, 0.1], [0.0, 0.0, 0.0], [0.0, 0.0, 0.0], [0.0, 0.0, 0.0], [0.0, 0.0, 0.0], [0.0, 0.0, 0.0], [0.0, 0.0, 0.0], [0.0, 0.1, 0.0], [0.0, 0.0, 0.0], [0.0, 0.0, 0.0], [0.0, 0.0, 0.0], [0.0, 0.0, 0.0], [0.0, 0.0, 0.0], [-0.2, 0.2, -0.2], [0.0, 0.0, 0.0], [0.0, 0.0, 0.0], [0.0, 0.0, 0.0], [0.0, 0.0, 0.0], [0.0, 0.0, 0.0], [0.0, 0.0, 0.0], [0.0, 0.0, 0.1], [0.0, 0.0, 0.1], [0.0, 0.0, 0.0], [0.0, 0.0, 0.0], [0.0, 0.0, 0.0], [0.0, -0.1, 0.0], [0.0, 0.0, 0.0], [0.0, 0.0, 0.0], [0.0, 0.0, 0.0], [0.0, 0.0, 0.0], [0.0, 0.0, 0.0], [0.0, 0.0, 0.0], [0.0, 0.0, 0.0], [0.0, 0.0, 0.0], [0.0, 0.0, 0.0], [0.0, 0.0, 0.0], [0.0, 0.0, 0.0], [0.0, 0.0, 0.0], [0.0, 0.0, 0.0], [0.0, 0.0, 0.0], [0.0, 0.0, 0.0], [0.0, 0.0, 0.0], [0.0, 0.0, 0.0], [0.0, 0.0, 0.0], [0.0, 0.0, 0.0], [0.0, 0.0, 0.0], [0.0, 0.0, 0.0], [0.0, 0.0, 0.0], [0.0, 0.0, 0.0], [0.0, 0.0, 0.0], [0.0, 0.0, 0.0], [0.0, 0.0, 0.0], [0.0, 0.0, 0.0], [0.0, 0.0, 0.0], [0.0, 0.0, 0.0], [-0.1, 0.0, 0.0], [0.1, 0.2, 0.1], [0.0, -0.1, 0.1], [0.0, 0.0, 0.0], [0.0, 0.0, 0.0], [0.0, 0.0, 0.0], [0.1, 0.2, -0.2], [0.0, 0.0, 0.0], [0.0, 0.0, 0.0], [0.0, 0.0, 0.0], [0.0, 0.0, 0.0], [0.0, 0.0, 0.0]], "relative_energy_kj_mol": 107.5, "s2": 0.761, "e_homo_ev": [-6.346, -6.152], "e_lumo_ev": [0.3, 0.1], "multiplicity": 2}

***

> Which formula does entry 4 have?

C48H47N4O2P2RuS3Te

***

> Which formula does entry 4 have?

C48H47N4O2P2RuS3Te